The following is a DFT calculation (wB97M-V/def2-TZVPD) of a 17-piece molecular cluster, C16H66O25 overall.

Results
- energy relative to the best compared isomer or geometry (same formula, charge and spin) (kJ/mol) = 0.0
- frontier orbital gap (eV) = 10.15
- HOMO level (Ha) = -0.3630
- multiplicity = 1

Each line ends with the Löwdin charge.
Element x y z (Å)
1 O -2.77221 1.10286 -1.41532  -0.100
2 H -2.81961 1.89245 -0.79014  0.053
3 H -1.84960 1.04512 -1.78913  0.042
4 O -0.47090 -2.45366 1.97107  -0.091
5 H 0.28198 -2.22272 2.57369  0.045
6 H -1.35180 -2.41491 2.46531  0.051
7 O -1.77125 0.63369 2.00496  -0.128
8 H -1.93039 -0.15437 1.41372  0.035
9 H -0.74754 0.68479 2.29294  0.088
10 O 0.49741 -1.50804 4.53549  -0.060
11 H -0.37409 -1.62873 5.00349  0.050
12 H 1.25468 -1.77671 5.06111  0.065
13 O 3.30163 -0.33782 2.53319  -0.045
14 H 3.09150 0.54529 2.37463  -0.057
15 H 3.85470 -0.44182 1.73137  0.031
16 O 4.99664 0.26120 -0.23868  -0.069
17 H 5.79629 0.70050 -0.65948  0.079
18 H 4.32944 0.54819 -0.86060  -0.019
19 O -2.64792 -1.29810 0.02116  -0.115
20 H -2.87211 -0.45811 -0.51425  0.073
21 H -1.77872 -1.64392 -0.34387  0.064
22 O -1.90841 2.92470 0.65184  -0.068
23 H -2.55341 3.52444 0.94830  0.014
24 H -2.02391 2.13591 1.23972  0.004
25 O 1.23836 3.16772 -3.23797  -0.041
26 H 0.64744 2.76510 -2.60866  0.030
27 H 1.22467 2.68580 -4.08527  0.056
28 C 1.71483 3.01350 2.94731  -0.265
29 C 1.04627 2.02353 3.82231  -0.194
30 O 0.73216 0.84716 3.02861  -0.107
31 O 2.87610 2.38618 2.47657  -0.071
32 H 1.91501 3.90129 3.57250  0.127
33 H 0.99897 3.30769 2.14426  0.132
34 H 0.07081 2.48449 4.18399  0.141
35 H 1.69325 1.75344 4.70877  0.150
36 H 1.03010 0.04790 3.45155  0.034
37 H 3.31567 2.95782 1.80524  0.097
38 C 4.43971 1.45090 -5.03508  -0.240
39 C 4.06479 0.19967 -4.27907  -0.182
40 O 3.63450 0.68980 -2.98991  -0.101
41 O 3.30092 2.25984 -5.02269  -0.101
42 H 4.86256 1.24383 -6.03387  0.130
43 H 5.10341 1.97796 -4.39954  0.109
44 H 4.88147 -0.50374 -4.07804  0.129
45 H 3.20097 -0.35253 -4.72811  0.110
46 H 3.03424 1.37719 -3.27172  0.032
47 H 3.54343 3.18833 -4.74957  0.087
48 C -4.23878 -2.13150 3.34860  -0.203
49 C -4.77795 -0.65670 3.57335  -0.181
50 O -3.80072 0.25159 4.14023  -0.111
51 O -3.15199 -2.14800 2.45864  -0.103
52 H -5.11657 -2.73321 2.96573  0.138
53 H -3.81451 -2.58046 4.26107  0.099
54 H -5.60749 -0.68323 4.29315  0.120
55 H -5.05299 -0.34875 2.58979  0.104
56 H -3.08829 0.28911 3.42626  0.074
57 H -3.34940 -1.88993 1.55406  0.046
58 C -0.26640 -2.26232 -6.32253  -0.267
59 C 0.84119 -1.51039 -5.66116  -0.271
60 O 0.69971 -1.46083 -4.27457  -0.069
61 O -0.25121 -3.53126 -5.76165  -0.064
62 H -0.02880 -2.43585 -7.38886  0.132
63 H -1.22561 -1.83150 -6.30367  0.104
64 H 0.94454 -0.49494 -6.13304  0.134
65 H 1.81888 -2.03851 -5.92157  0.136
66 H 0.35084 -2.33196 -4.05150  0.073
67 H -0.85965 -3.61288 -4.99885  0.066
68 C 1.02152 -1.34734 -0.55614  -0.155
69 C 0.73974 0.16335 -0.77723  -0.183
70 O 0.00165 0.37070 -1.98693  -0.108
71 O -0.09130 -2.28683 -0.79822  -0.122
72 H 1.37073 -1.54859 0.47379  0.115
73 H 1.81548 -1.62391 -1.24574  0.115
74 H 1.74948 0.53601 -0.87917  0.102
75 H 0.16328 0.49710 0.05747  0.098
76 H 0.41734 -0.21975 -2.70446  0.101
77 H -0.13237 -2.81499 0.03085  0.075
78 C 4.23669 4.96319 -2.26936  -0.172
79 C 3.42934 4.16639 -1.25041  -0.255
80 O 3.97488 4.37251 0.01349  -0.032
81 O 3.65022 4.71669 -3.56702  -0.084
82 H 5.24849 4.53720 -2.28815  0.134
83 H 4.20705 6.03287 -2.04819  0.124
84 H 3.54708 3.10081 -1.43472  0.113
85 H 2.36707 4.35247 -1.24321  0.115
86 H 3.89251 5.25719 0.22700  0.053
87 H 2.73200 4.90324 -3.53700  0.052
88 C -2.81605 -2.48521 -3.24250  -0.234
89 C -4.06909 -3.02773 -2.60350  -0.275
90 O -3.94245 -3.41479 -1.26471  -0.045
91 O -1.67893 -3.35948 -3.18744  -0.086
92 H -2.55070 -1.51090 -2.92841  0.092
93 H -3.09818 -2.38745 -4.31799  0.130
94 H -4.31617 -3.90541 -3.25839  0.131
95 H -4.86003 -2.27345 -2.90030  0.134
96 H -3.67149 -2.60362 -0.81698  0.033
97 H -1.23163 -3.39286 -2.31595  0.086
98 C -3.71250 -2.06528 7.40705  -0.208
99 C -2.45976 -1.23372 7.04984  -0.238
100 O -2.10590 -1.41477 5.69368  -0.118
101 O -3.46132 -3.49052 7.19270  -0.107
102 H -4.52167 -1.72225 6.75895  0.102
103 H -3.96414 -1.93428 8.48806  0.130
104 H -1.63889 -1.60002 7.66939  0.119
105 H -2.59651 -0.22761 7.42781  0.115
106 H -2.61596 -0.80938 5.05749  0.089
107 H -3.15632 -3.66116 6.24891  0.099

=====

The following is a DFT calculation (wB97M-V/def2-TZVPD) of a 26-piece molecular cluster, C16H71IN2O29 overall.

Results
- frontier orbital gap (eV) = 8.66
- HOMO level (Ha) = -0.3478
- multiplicity = 1

Each line ends with the Löwdin charge.
Element x y z (Å)
1 C -2.38721 -2.20165 1.03295  -0.102
2 C -1.89147 -2.47905 -0.45512  -0.230
3 C -2.00720 -1.18572 -1.37911  -0.145
4 C -0.84781 -1.23231 -2.49571  -0.138
5 O 0.06608 -0.11644 -2.39803  -0.100
6 N 1.15125 -0.39573 -1.58309  0.007
7 C 2.32579 0.32533 -2.06028  -0.306
8 O 3.09276 0.03090 -2.92887  0.159
9 C 2.46760 1.61745 -1.20657  -0.027
10 C 3.27594 2.80750 -1.38932  0.056
11 C 3.12037 3.86241 -0.37318  -0.188
12 C 3.95119 5.19179 -0.53644  -0.266
13 N 5.31756 4.92616 0.01049  0.005
14 C 2.20068 3.71442 0.78790  -0.463
15 I 2.02085 5.26665 2.29756  1.052
16 C 1.38351 2.51376 0.95091  -0.180
17 C 0.34754 2.26434 2.10003  -0.157
18 C -1.08772 2.28902 1.39351  -0.129
19 C -2.30834 2.37581 2.40541  -0.185
20 O -3.24088 1.31991 2.01097  -0.126
21 C 1.55313 1.45900 -0.05700  0.001
22 C 0.91914 0.04603 -0.21268  -0.292
23 O 0.38832 -0.53652 0.69180  0.131
24 H -2.27328 -1.13172 1.33974  0.047
25 H -3.44368 -2.57173 1.12783  0.071
26 H -1.70562 -2.80479 1.70106  0.070
27 H -2.56235 -3.25869 -0.88990  0.089
28 H -0.81701 -2.80129 -0.49867  0.090
29 H -3.01145 -1.13359 -1.90535  0.085
30 H -1.90038 -0.24855 -0.76060  0.092
31 H -0.33570 -2.23071 -2.50094  0.102
32 H -1.39863 -1.18767 -3.47846  0.127
33 H 3.94678 2.90439 -2.27400  0.091
34 H 3.98862 5.46496 -1.62349  0.113
35 H 3.46273 6.03629 0.00753  0.049
36 H 5.15838 4.71892 1.00571  0.058
37 H 5.57874 4.01099 -0.37975  0.068
38 H 0.53605 1.24025 2.52974  0.119
39 H 0.42621 2.99872 2.93600  0.059
40 H -1.19912 1.44177 0.66377  0.094
41 H -1.07470 3.22312 0.75557  0.119
42 H -2.00048 2.28963 3.47422  0.116
43 H -2.85972 3.33398 2.19497  0.090
44 H -3.50982 1.54427 1.09957  0.090
45 O 2.39326 -2.66621 2.40391  -0.051
46 H 1.83239 -2.06076 1.89777  0.024
47 H 3.21693 -2.17123 2.53045  0.031
48 O 3.88594 -4.55123 4.19247  -0.061
49 H 3.32734 -3.94815 3.68805  -0.013
50 H 4.70552 -4.05496 4.31265  0.002
51 O -0.80811 1.35548 -5.23040  -0.050
52 H -0.78317 0.76484 -5.99133  0.052
53 H -0.23811 0.92433 -4.57979  0.019
54 O -5.06619 -1.52450 -1.24089  -0.051
55 H -5.71934 -1.02402 -0.73839  0.056
56 H -5.29168 -1.34307 -2.16432  0.017
57 O -1.09299 3.18560 -2.80248  -0.055
58 H -1.06867 2.59196 -3.56536  -0.006
59 H -0.52546 2.75471 -2.15243  0.008
60 O 5.00752 -1.69655 4.06183  -0.046
61 H 4.72955 -1.56565 4.97706  0.050
62 H 5.86497 -1.25919 4.01312  0.054
63 O 1.14145 -1.25954 5.13015  -0.044
64 H 1.63883 -1.97784 5.53832  0.050
65 H 1.19351 -1.44593 4.18697  0.021
66 O 5.12903 3.57105 -3.83973  -0.063
67 H 5.11554 4.51986 -4.02320  0.042
68 H 4.51060 3.20013 -4.48124  0.063
69 O -3.82300 -3.74137 -3.06946  -0.055
70 H -4.47523 -3.24116 -2.56817  0.004
71 H -4.04608 -3.55944 -3.98950  0.039
72 O -1.22516 -4.26052 -3.78864  -0.061
73 H -1.78546 -4.66585 -3.11602  0.037
74 H -0.35696 -4.21215 -3.36987  -0.004
75 O -6.00513 2.73589 1.64487  -0.061
76 H -6.02201 3.59417 2.08270  0.036
77 H -5.28742 2.26257 2.08496  0.000
78 O 5.85033 -3.69883 6.73114  -0.058
79 H 5.33079 -4.41521 6.34397  0.024
80 H 6.69288 -4.11252 6.94954  0.040
81 O -0.31422 -5.26257 -6.53984  -0.085
82 H -0.40036 -4.98433 -5.61856  -0.019
83 H 0.57401 -5.62843 -6.58783  0.012
84 O 4.23784 4.61589 5.39242  -0.081
85 H 3.77356 4.71892 4.55262  -0.075
86 H 4.08836 5.45157 5.84841  0.034
87 O -5.84528 -1.73850 -4.38274  -0.051
88 H -5.86094 -0.79105 -4.56365  0.035
89 H -6.46563 -2.10649 -5.02087  0.046
90 O -2.91542 0.92238 5.57442  -0.056
91 H -2.42353 0.20858 5.99717  0.028
92 H -2.85281 0.72134 4.63198  0.006
93 O -4.90445 -0.78494 4.28288  -0.064
94 H -5.35145 -0.68076 3.43536  0.030
95 H -5.07110 0.04752 4.74153  0.025
96 O 7.13679 5.14206 -5.02556  -0.068
97 H 7.23649 4.31998 -4.52913  0.024
98 H 7.98498 5.25463 -5.46847  0.041
99 O -3.29776 5.34928 1.46772  -0.067
100 H -3.83545 5.95385 0.94464  0.046
101 H -2.46210 5.82308 1.59022  0.005
102 O -1.32756 7.16632 2.68063  -0.068
103 H -1.39758 7.45497 3.59767  0.055
104 H -0.44664 6.77059 2.62549  -0.057
105 O 0.74904 -6.90350 -4.63160  -0.064
106 H 0.24051 -7.62614 -5.01458  0.051
107 H 1.59466 -7.31088 -4.39972  0.014
108 O 1.97400 -9.19483 -3.68783  -0.049
109 H 1.41762 -9.60118 -3.01298  0.058
110 H 2.84212 -9.13707 -3.27112  0.053
111 O -8.17952 0.00155 -4.64782  -0.052
112 H -8.83214 0.50230 -4.14518  0.046
113 H -8.40360 0.18325 -5.56807  0.045
114 O -0.21579 0.18469 7.26162  -0.066
115 H -0.19035 -0.40683 6.49788  -0.006
116 H 0.34826 -0.23789 7.91736  0.034
117 O 1.12606 -4.65006 -2.05679  -0.047
118 H 1.33865 -5.49154 -2.48124  0.033
119 H 1.81817 -4.53563 -1.39570  0.052